{
  "formula": "C51H123N9O9",
  "method": "the ωB97M-V functional and the def2-TZVPD basis",
  "elements": ["C", "C", "C", "C", "C", "C", "C", "C", "C", "N", "O", "H", "H", "H", "H", "H", "H", "H", "H", "H", "H", "H", "H", "H", "H", "H", "H", "H", "H", "H", "C", "C", "C", "C", "C", "C", "C", "C", "C", "N", "O", "H", "H", "H", "H", "H", "H", "H", "H", "H", "H", "H", "H", "H", "H", "H", "H", "H", "H", "H", "C", "C", "C", "C", "C", "C", "C", "C", "C", "N", "O", "H", "H", "H", "H", "H", "H", "H", "H", "H", "H", "H", "H", "H", "H", "H", "H", "H", "H", "H", "C", "O", "C", "C", "C", "N", "H", "H", "H", "H", "H", "H", "H", "H", "H", "H", "H", "C", "O", "C", "C", "C", "N", "H", "H", "H", "H", "H", "H", "H", "H", "H", "H", "H", "C", "O", "C", "C", "C", "N", "H", "H", "H", "H", "H", "H", "H", "H", "H", "H", "H", "C", "O", "C", "C", "C", "N", "H", "H", "H", "H", "H", "H", "H", "H", "H", "H", "H", "C", "O", "C", "C", "C", "N", "H", "H", "H", "H", "H", "H", "H", "H", "H", "H", "H", "C", "O", "C", "C", "C", "N", "H", "H", "H", "H", "H", "H", "H", "H", "H", "H", "H"],
  "coordinates": [[0.253178, 0.664609, -1.631115], [0.688620, 0.442549, -0.220786], [2.128856, 0.974651, 0.054546], [-0.234744, 1.334959, 0.747509], [-1.639005, 0.818171, 0.918387], [-1.654033, -0.670997, 1.358851], [-0.733366, -1.622346, 0.486617], [-0.458383, -2.784762, 1.421512], [-1.605366, -2.012064, -0.828086], [0.602034, -0.991469, 0.288076], [1.514001, -1.863292, -0.288355], [0.463415, -0.192778, -2.270484], [-0.818103, 0.860154, -1.678191], [0.702365, 1.593901, -1.981482], [2.412277, 0.893450, 1.103916], [2.827436, 0.407474, -0.560586], [2.305609, 2.018752, -0.203746], [0.355988, 1.456116, 1.655499], [-0.338702, 2.333809, 0.323723], [-2.154881, 1.429038, 1.659212], [-2.233059, 1.003195, 0.023412], [-2.709514, -0.932696, 1.284189], [-1.381139, -0.767264, 2.409726], [0.046480, -2.557756, 2.360495], [0.176608, -3.500242, 0.899062], [-1.470583, -3.098775, 1.676371], [-1.464325, -1.188585, -1.528159], [-2.665300, -2.110187, -0.593573], [-1.342410, -2.987924, -1.236312], [2.150589, -1.808833, 0.428152], [-3.303712, -3.418627, -3.576192], [-2.592746, -3.142768, -4.968910], [-2.829817, -4.186441, -6.041959], [-3.329570, -1.875180, -5.550030], [-2.542735, -1.169770, -6.654650], [-1.101702, -0.901087, -6.332440], [-0.328494, -2.230163, -5.764065], [0.054220, -3.123960, -6.931661], [1.031567, -1.711156, -5.105030], [-1.186311, -2.839513, -4.719596], [-0.488156, -3.843727, -3.915690], [-4.373111, -3.628081, -3.601193], [-2.889986, -4.270727, -3.036892], [-3.207830, -2.524752, -2.959844], [-2.839591, -3.936019, -7.102750], [-2.207043, -5.063007, -5.863406], [-3.843557, -4.569447, -5.924674], [-4.313103, -2.140243, -5.937973], [-3.484874, -1.186387, -4.719638], [-2.610635, -1.706076, -7.601150], [-3.085825, -0.258471, -6.905027], [-1.119910, -0.187339, -5.508833], [-0.503845, -0.553561, -7.174989], [-0.770756, -3.437044, -7.571567], [0.548628, -4.070987, -6.715329], [0.753865, -2.610461, -7.591136], [0.898592, -1.336800, -4.090005], [1.444344, -0.944384, -5.760602], [1.771326, -2.506498, -5.013960], [-0.577180, -3.396743, -3.070778], [-0.586524, 2.775654, 4.005872], [-0.933443, 1.817687, 5.143745], [-2.425124, 1.445637, 4.954723], [0.032366, 0.552473, 5.121611], [1.420550, 0.820232, 5.718138], [1.324613, 1.477783, 7.154177], [0.477746, 2.796638, 7.113890], [0.296083, 3.212695, 8.546621], [1.223365, 3.881885, 6.251332], [-0.841777, 2.453379, 6.503237], [-1.768721, 3.436782, 6.708522], [-1.056558, 2.503017, 3.060967], [-0.999880, 3.760998, 4.221130], [0.471032, 2.926550, 3.789282], [-3.067263, 2.325051, 4.905797], [-2.708129, 0.884317, 4.064261], [-2.749881, 0.901248, 5.841442], [-0.371543, -0.145990, 5.854478], [0.213629, 0.247441, 4.090982], [1.979260, -0.109577, 5.824869], [2.075380, 1.465103, 5.132101], [2.289551, 1.662680, 7.626191], [0.804435, 0.766340, 7.795552], [-0.188024, 2.406102, 9.097225], [-0.334360, 4.100584, 8.594478], [1.268239, 3.388005, 9.007366], [0.471892, 4.606936, 5.938778], [1.655758, 3.511436, 5.321872], [2.018204, 4.379038, 6.807377], [-2.395387, 3.017140, 7.302482], [1.345183, 5.036892, 0.705245], [0.458462, 5.205130, -0.304268], [1.043286, 4.895268, -1.607331], [2.389045, 5.731372, -1.895473], [2.271410, 7.224241, -1.996138], [3.001386, 5.344529, -3.135125], [2.121593, 5.791429, 0.578898], [1.955849, 4.134278, 0.726807], [0.873457, 5.143053, 1.682135], [1.062559, 3.805947, -1.640572], [0.330581, 5.153196, -2.390672], [3.207963, 5.532293, -1.204218], [3.262198, 7.626823, -2.206783], [1.932681, 7.746755, -1.101526], [1.621563, 7.510072, -2.823243], [3.910812, 5.757617, -3.284795], [3.034496, 4.343280, -3.263604], [-5.564066, -0.033767, 2.737947], [-5.999225, -0.372340, 1.446687], [-5.783873, 0.653273, 0.536441], [-6.206239, 0.377468, -0.973282], [-5.131986, -0.406270, -1.737548], [-6.487798, 1.494800, -1.828954], [-4.479113, 0.042645, 2.809591], [-5.931228, -0.867261, 3.336761], [-6.136467, 0.878069, 2.908315], [-6.238768, 1.570581, 0.910226], [-4.719101, 0.880746, 0.587656], [-7.033719, -0.323426, -0.863203], [-4.186604, 0.135632, -1.711023], [-5.355658, -0.743626, -2.749605], [-4.847265, -1.260990, -1.123969], [-7.030013, 1.216647, -2.634399], [-7.021338, 2.238381, -1.401745], [2.204064, 2.211603, -4.463902], [3.409091, 2.307579, -3.831596], [4.417158, 1.577399, -4.496388], [4.132080, 0.071080, -4.690931], [3.749433, -0.716858, -3.418402], [5.212719, -0.634340, -5.363621], [2.278389, 2.338551, -5.543930], [1.703953, 3.100729, -4.079910], [1.657129, 1.312466, -4.180143], [4.728728, 2.028901, -5.438275], [5.384492, 1.574915, -3.994036], [3.256875, -0.017110, -5.334626], [4.554544, -0.833144, -2.692882], [3.375946, -1.737289, -3.503994], [2.950275, -0.205756, -2.881545], [5.050028, -1.619082, -5.518312], [5.328991, -0.168914, -6.252418], [2.951126, -1.325464, 2.892046], [2.862934, -2.530792, 2.160026], [3.750355, -3.581791, 2.534590], [3.335709, -4.889668, 1.797947], [2.052335, -5.467508, 2.318981], [4.430934, -5.916766, 1.991031], [2.100308, -0.717426, 2.584629], [3.834790, -0.717209, 2.698997], [2.871629, -1.520257, 3.961552], [4.780561, -3.333485, 2.279391], [3.713559, -3.715590, 3.615712], [3.294141, -4.575920, 0.754907], [1.354772, -4.649021, 2.496699], [2.149870, -5.935400, 3.298611], [1.497465, -6.125642, 1.650338], [4.399722, -6.097489, 2.984238], [5.342143, -5.500991, 1.860924], [-8.077907, -3.929640, -0.656832], [-6.977802, -4.602011, -0.068207], [-5.780760, -4.464950, -0.819650], [-4.567092, -4.689713, 0.186848], [-4.615448, -3.494565, 1.175702], [-3.207237, -4.811000, -0.349341], [-7.855159, -2.863621, -0.702502], [-8.913042, -3.940778, 0.043557], [-8.422603, -4.383817, -1.585808], [-5.740275, -5.247937, -1.576867], [-5.599611, -3.553965, -1.390081], [-4.714524, -5.583042, 0.793748], [-3.714855, -3.372814, 1.777537], [-5.447577, -3.487276, 1.879701], [-4.714949, -2.590636, 0.574780], [-2.627533, -4.795757, 0.477595], [-3.037612, -5.648557, -0.887693], [6.528604, 2.086079, -0.321457], [6.364035, 2.063152, 1.099299], [5.547045, 3.061313, 1.639693], [5.208354, 2.620042, 3.096004], [4.445762, 3.670354, 3.907264], [6.445841, 2.475281, 3.724894], [7.306853, 1.400655, -0.657043], [6.730827, 3.136349, -0.531552], [5.602598, 1.730138, -0.773033], [6.080069, 4.009565, 1.570426], [4.623547, 3.106712, 1.062470], [4.670815, 1.672380, 3.129062], [5.026662, 4.572707, 4.098117], [4.104932, 3.346887, 4.890779], [3.575599, 3.970970, 3.323721], [6.931989, 2.005033, 2.974809], [6.742059, 3.440716, 3.742213]],
  "forces_ev_per_a": [[-0.352, 0.247, -0.599], [-0.338, 0.380, 2.400], [-0.066, -0.784, -0.600], [0.931, -0.593, -1.170], [0.317, -0.744, 0.742], [0.235, 1.162, -1.076], [-0.771, 0.943, 0.353], [-0.542, -0.569, -0.709], [1.341, 0.450, 1.356], [-2.143, 2.652, 0.593], [0.283, 0.217, -0.633], [0.272, 0.203, -0.167], [-0.144, -0.214, -0.039], [0.255, -0.181, -0.385], [-0.109, -0.286, 0.028], [0.240, -0.108, 0.106], [-0.550, 0.118, -0.243], [-0.438, -0.214, 0.361], [0.443, 0.207, -0.243], [-0.059, -0.024, 0.272], [0.120, -0.351, -0.341], [0.047, -0.748, -0.026], [0.232, 0.183, 0.047], [0.046, 0.600, -0.169], [-0.482, -0.470, 0.117], [0.149, -0.979, 0.067], [-0.123, -0.333, -0.258], [0.120, 0.128, 0.199], [0.319, 0.156, -0.113], [0.826, -0.997, -0.095], [0.652, -0.300, -0.683], [-1.427, 0.837, -0.354], [-0.813, -2.047, 0.565], [1.312, 0.176, 0.555], [-0.725, -0.232, -0.939], [0.710, -1.798, 1.653], [0.251, 1.178, 0.578], [0.026, -0.579, -0.980], [-1.164, -0.742, -0.447], [0.491, 1.148, 0.405], [-0.853, 0.763, -1.319], [-0.120, 0.080, -0.739], [0.292, 0.135, -0.072], [0.272, -0.036, 0.036], [0.665, 0.594, 0.214], [0.269, -0.029, -0.241], [-0.270, -0.075, 0.251], [0.013, -0.277, 0.146], [0.015, 0.243, 0.043], [0.014, -0.501, -0.005], [0.163, 0.383, 0.170], [0.518, 0.233, 0.012], [-0.173, 0.210, 0.037], [-0.269, 0.333, 0.094], [0.066, 0.071, 0.756], [0.058, 0.279, 0.002], [-0.287, 0.244, -0.154], [-0.032, 0.087, 0.094], [-0.131, -0.178, -0.187], [0.292, -0.202, 0.403], [-0.071, 0.741, -0.486], [0.448, 0.093, -0.194], [-0.065, -0.092, 0.636], [0.068, 1.810, 1.110], [0.569, 1.090, 1.540], [-1.036, -0.166, -1.488], [1.031, -0.872, -1.708], [-0.437, 0.361, 0.053], [-0.602, -0.154, 0.487], [1.678, -2.571, 0.250], [-0.811, 1.297, -0.205], [0.004, -0.330, 0.113], [-0.023, 0.113, 0.178], [0.069, -0.238, 0.183], [0.296, 0.287, 0.063], [0.674, -0.276, -0.072], [-0.083, -0.294, -0.023], [-0.489, -0.644, -0.747], [-0.696, -0.564, 0.064], [-0.137, -0.210, -0.098], [-0.196, 0.061, -0.441], [0.154, 0.114, -0.305], [-0.151, -0.020, 0.156], [-0.104, -0.004, 0.043], [0.178, 0.088, 0.261], [-0.040, 0.183, -0.029], [0.111, 0.308, 0.194], [-0.006, -0.259, 0.279], [-0.058, 0.043, 0.123], [-0.220, 0.192, 0.089], [1.974, 0.712, 1.330], [-1.169, -0.311, -2.585], [0.487, 1.398, 0.670], [0.413, -0.980, 0.448], [-0.667, 0.859, 0.373], [-0.894, -0.949, -1.882], [0.170, 0.446, 0.674], [-0.409, -0.832, -0.311], [-0.216, 0.067, -0.149], [1.055, -0.180, -0.132], [-0.192, 0.413, 0.223], [-0.690, -0.210, 1.236], [0.071, -0.005, -0.096], [-0.166, -0.233, 0.164], [-0.056, -0.050, -0.036], [-0.061, -0.110, 0.154], [0.482, 0.000, 0.068], [-1.162, -0.436, -0.622], [-0.457, -1.449, -1.403], [0.891, 1.291, -1.375], [0.563, -1.894, 0.574], [1.054, -0.492, 1.638], [-0.388, 1.506, 0.363], [0.076, 0.337, 0.043], [0.187, 0.292, 0.415], [0.567, 0.364, 1.140], [-0.586, 0.313, -0.106], [0.490, 0.179, -0.439], [-0.579, 0.023, 0.036], [-0.058, 0.520, -0.503], [-0.293, 0.234, 0.099], [-0.301, -0.567, -0.167], [0.144, -0.253, -0.090], [-0.083, 0.039, 0.324], [-1.646, 0.985, -0.054], [2.723, -0.726, 0.398], [1.451, -1.447, 0.242], [-1.551, -1.600, 0.204], [-0.025, 0.737, 0.873], [0.915, 1.240, -0.015], [0.013, -0.236, -0.228], [-0.843, -0.190, -0.252], [-0.139, -0.103, -0.245], [-0.699, 0.168, -0.589], [-0.223, 0.490, 0.985], [-0.388, 0.276, -0.029], [0.424, 0.396, -0.116], [0.037, 0.030, -0.909], [-0.065, 0.200, 0.028], [-0.331, 0.098, 0.092], [0.352, -0.353, -0.346], [-0.404, 0.017, 0.205], [0.220, -0.083, -0.271], [-0.657, -0.122, -0.188], [1.889, 0.186, 0.555], [-1.194, 0.705, 0.151], [-1.079, 0.791, -0.096], [-0.157, -0.115, 0.033], [0.439, -0.285, -0.131], [0.071, -0.005, 0.183], [0.169, 0.116, -0.188], [-0.086, -0.107, 0.316], [-0.217, -0.455, -0.194], [-0.035, 0.194, -0.024], [0.347, -0.243, -0.054], [0.502, -0.246, -0.103], [0.059, -0.448, 0.287], [0.184, 0.189, -0.364], [-0.105, 0.298, 0.973], [0.225, 0.568, -0.478], [1.867, -1.731, 0.670], [-1.049, 0.391, 0.993], [0.182, 0.240, -0.557], [-0.544, 1.014, -0.441], [0.158, 0.143, -0.746], [0.025, -0.508, 0.146], [0.254, 0.170, -0.263], [-0.099, -0.343, -0.211], [-0.508, 0.623, 0.438], [-0.901, -0.259, -0.146], [0.214, -0.253, -0.049], [-0.146, -0.371, -0.278], [0.049, 0.212, 0.144], [0.487, -0.193, -0.248], [-0.152, -0.185, 0.176], [-0.743, 0.440, 1.008], [0.792, -1.405, -0.120], [-1.665, -0.698, -0.186], [-1.300, 1.555, -0.206], [-0.918, 0.145, -0.863], [1.550, -0.818, 0.881], [0.234, 0.265, 0.446], [0.164, -0.102, -0.897], [-0.199, 0.323, -0.303], [-0.125, 0.431, 0.373], [-0.280, 0.307, -0.299], [-0.195, -0.063, -0.465], [0.274, 0.027, -0.252], [0.101, -0.435, -0.145], [-0.316, 0.215, 0.159], [1.402, -0.235, 0.507], [1.087, 0.002, 0.315]],
  "lowdin_charge": [-0.034, -0.429, -0.024, -0.128, -0.182, -0.111, -0.413, -0.049, 0.004, -0.109, -0.010, 0.070, 0.078, 0.066, 0.063, 0.071, 0.063, 0.091, 0.116, 0.086, 0.097, 0.090, 0.100, 0.081, 0.078, 0.066, 0.060, 0.044, 0.054, 0.062, -0.024, -0.470, -0.052, -0.130, -0.210, -0.108, -0.429, -0.052, -0.033, -0.087, -0.008, 0.076, 0.061, 0.053, 0.073, 0.089, 0.079, 0.120, 0.103, 0.101, 0.109, 0.112, 0.113, 0.063, 0.086, 0.081, 0.058, 0.066, 0.075, 0.058, -0.042, -0.439, -0.033, -0.093, -0.180, -0.113, -0.487, -0.048, -0.016, -0.138, -0.023, 0.054, 0.089, 0.066, 0.082, 0.055, 0.085, 0.119, 0.098, 0.094, 0.085, 0.116, 0.108, 0.087, 0.083, 0.089, 0.080, 0.034, 0.082, 0.112, -0.178, -0.175, -0.097, -0.438, -0.071, 0.028, 0.073, 0.069, 0.095, 0.091, 0.124, 0.117, 0.077, 0.078, 0.084, 0.079, 0.032, -0.084, -0.205, -0.192, -0.400, -0.073, 0.030, 0.069, 0.098, 0.092, 0.115, 0.107, 0.118, 0.073, 0.076, 0.040, 0.076, 0.068, -0.136, -0.188, -0.182, -0.432, -0.051, 0.037, 0.107, 0.078, 0.074, 0.123, 0.122, 0.091, 0.078, 0.068, 0.049, 0.074, 0.067, -0.094, -0.221, -0.182, -0.393, -0.065, 0.035, 0.064, 0.085, 0.084, 0.121, 0.124, 0.138, 0.053, 0.082, 0.084, 0.054, 0.054, -0.098, -0.180, -0.189, -0.372, -0.056, 0.046, 0.076, 0.085, 0.089, 0.115, 0.098, 0.125, 0.061, 0.082, 0.044, 0.060, 0.077, -0.062, -0.228, -0.203, -0.458, -0.055, 0.037, 0.092, 0.089, 0.078, 0.131, 0.110, 0.127, 0.080, 0.069, 0.067, 0.064, 0.072],
  "lumo_energy_ev": 0.652,
  "e_above_lowest_kcal_mol": 100.2,
  "homo_energy_ev": -8.097,
  "homo_lumo_gap_ev": 8.75,
  "e_tot_ha": -3186.52787
}